A molecular structure, C10H9N, computed with ωB97M-V/def2-TZVPD.

Values from the calculation:
calculated total energy	-12003.28279	eV
ΔE to the lowest compared entry with this formula, charge and spin	2.918	eV
F_max	6.9	eV/Å

CARTESIAN COORDINATES (ANGSTROEM)
C -0.229 -3.051 -1.063
C 0.137 -2.748 0.246
C 0.273 -1.504 0.737
C -0.058 -0.421 -0.166
C -0.474 -0.667 -1.418
C -0.568 -2.053 -1.919
C 0.024 1.072 0.351
C -0.827 2.083 0.072
C -0.345 3.214 0.777
C 0.877 2.837 1.309
H -0.308 -3.934 -1.474
H 0.570 -3.573 0.944
H 0.582 -1.112 2.005
H -0.739 0.089 -2.135
H -0.772 -2.303 -2.877
H -1.878 1.915 -0.401
H -0.671 4.264 0.734
H 1.428 3.441 1.811
H 1.922 1.023 1.369
N 1.053 1.427 1.098